--- i ---
Density functional theory data (the ωB97M-V functional and the def2-TZVPD basis) for a cluster of 2 separate species, C5H14N2 in total.

Geometry as XYZ:
```
21
Properties=species:S:1:pos:R:3:nbo_charge:R:1
C 1.693 2.092 -1.124 -0.40
C 0.825 1.807 -0.185 -0.19
C -0.009 2.860 0.581 -0.66
H 2.388 1.253 -1.614 0.19
H 1.769 3.109 -1.549 0.19
H 0.824 0.765 0.114 0.19
H -0.390 3.676 -0.157 0.22
H -0.891 2.261 0.974 0.21
H 0.618 3.254 1.398 0.23
C -2.041 -1.436 0.174 -0.63
C -0.880 -2.460 0.100 -0.24
N 0.388 -1.949 -0.455 -0.50
N 1.329 -1.483 0.533 -0.67
H -1.792 -0.404 0.512 0.21
H -2.502 -1.264 -0.897 0.20
H -2.975 -1.661 0.781 0.22
H -0.822 -2.807 1.146 0.17
H -1.145 -3.299 -0.470 0.20
H 0.885 -2.494 -1.107 0.36
H 0.811 -0.970 1.226 0.34
H 1.916 -0.850 0.020 0.35
```

HOMO ... -0.286 Eh
Orbital gap ... 8.8 eV
SMILES ... C=CC.CCNN


--- ii ---
Density functional theory data (the ωB97M-V functional and the def2-TZVPD basis) for the molecule C5H14N2.

Geometry as XYZ:
```
21
Properties=species:S:1:pos:R:3:nbo_charge:R:1
C 0.079 -0.197 2.855 -0.42
N -0.125 0.568 1.620 -0.62
C 0.017 -0.185 0.348 -0.06
C -0.626 -1.548 0.341 -0.64
C -0.557 0.748 -0.699 -0.41
C -0.121 0.414 -2.189 -0.22
N 1.338 0.485 -2.238 -0.86
H 0.582 -1.157 2.731 0.19
H 0.637 0.343 3.619 0.19
H -0.893 -0.439 3.303 0.18
H -1.066 0.916 1.638 0.35
H 1.064 -0.323 0.057 0.19
H -0.134 -2.225 1.052 0.21
H -0.434 -1.982 -0.645 0.21
H -1.662 -1.634 0.663 0.21
H -1.645 0.654 -0.619 0.19
H -0.023 1.691 -0.623 0.23
H -0.555 -0.519 -2.543 0.17
H -0.527 1.259 -2.738 0.19
H 1.767 -0.421 -2.284 0.36
H 1.665 1.060 -2.999 0.37
```

HOMO ... -0.314 Eh
Orbital gap ... 9.6 eV
SMILES ... CN[C@@H](C)CCN


--- iii ---
Density functional theory data (the ωB97M-V functional and the def2-TZVPD basis) for a structure of composition C5H14N2.

Geometry as XYZ:
```
21
Properties=species:S:1:pos:R:3:nbo_charge:R:1
C -2.713 0.218 -0.932 -0.65
N -1.230 -0.874 -0.267 -0.50
C -0.073 -0.433 0.431 -0.14
C 1.144 -0.815 -0.361 -0.42
C 2.176 0.230 -0.318 -0.21
N 1.741 1.411 -1.040 -0.85
C -0.052 -0.529 1.996 -0.65
H -2.025 0.691 -1.648 0.23
H -3.204 -0.547 -1.453 0.24
H -3.204 1.018 -0.329 0.22
H -2.315 -0.410 -0.039 0.32
H -0.644 0.452 0.122 0.25
H 1.565 -1.727 0.092 0.21
H 0.942 -1.084 -1.429 0.23
H 2.550 0.516 0.686 0.18
H 3.036 -0.178 -0.863 0.18
H 0.829 1.410 -1.379 0.35
H 1.892 2.274 -0.477 0.36
H -0.608 -1.444 2.296 0.22
H -0.680 0.316 2.335 0.21
H 0.872 -0.493 2.578 0.22
```

HOMO ... -0.291 Eh
Orbital gap ... 8.6 eV


Quick look at relative energies in hartree: i 0.0833; ii 0.0000; iii 0.2213.


--- i ---
Density functional theory data (the ωB97M-V functional and the def2-TZVPD basis) for a structure of composition C5H14N2.

Geometry as XYZ:
```
21
Properties=species:S:1:pos:R:3:nbo_charge:R:1
C 3.200 0.556 0.016 -0.61
C 1.819 0.595 -0.571 -0.22
N 1.132 -0.726 -0.457 -0.63
C 0.430 -0.905 0.815 -0.18
C -1.012 -0.200 0.695 -0.31
N -1.555 -0.427 -0.614 -0.67
C -2.599 0.352 -0.293 0.27
H 3.700 1.495 -0.090 0.21
H 3.143 0.297 1.082 0.20
H 3.816 -0.246 -0.479 0.21
H 1.231 1.435 -0.090 0.15
H 1.882 0.831 -1.654 0.20
H 1.060 -0.443 1.693 0.19
H 0.353 -1.976 1.012 0.20
H -7.507 2.127 0.349 0.00
H -0.805 0.842 1.037 0.17
H -1.578 -0.665 1.580 0.17
H 0.287 -0.706 -1.057 0.39
H -2.704 1.404 -0.447 0.14
H -7.444 1.384 0.471 0.00
H -3.505 -0.095 0.121 0.14
```

HOMO ... -0.296 Eh
Orbital gap ... 7.4 eV


--- ii ---
Density functional theory data (the ωB97M-V functional and the def2-TZVPD basis) for the molecule C5H14N2.

Geometry as XYZ:
```
21
Properties=species:S:1:pos:R:3:nbo_charge:R:1
C -0.294 2.997 -1.863 -0.62
C -0.204 1.443 -1.963 -0.21
N -0.383 0.762 -0.571 -0.64
C -0.083 -0.659 -0.848 -0.23
C -0.431 -1.319 0.721 -0.23
N 0.845 -1.380 1.515 -0.64
C 0.603 -2.003 2.851 -0.41
H -0.229 3.599 -2.801 0.22
H -1.384 3.200 -1.390 0.21
H 0.487 3.271 -1.199 0.20
H -1.091 1.123 -2.549 0.18
H 0.592 0.981 -2.361 0.17
H 0.327 1.233 0.136 0.34
H -0.797 -1.062 -1.514 0.19
H 0.915 -0.969 -1.201 0.18
H -1.044 -2.245 0.649 0.19
H -1.159 -0.514 1.077 0.18
H 1.116 -0.369 1.585 0.35
H 0.224 -3.107 2.711 0.19
H -0.220 -1.584 3.311 0.17
H 1.481 -1.977 3.555 0.20
```

HOMO ... -0.320 Eh
Orbital gap ... 9.8 eV
SMILES ... CCNCCNC


--- iii ---
Density functional theory data (the ωB97M-V functional and the def2-TZVPD basis) for the molecule C5H14N2.

Geometry as XYZ:
```
21
Properties=species:S:1:pos:R:3:nbo_charge:R:1
C 1.844 -1.176 0.142 -0.63
C 1.001 -0.004 -0.375 -0.05
C 1.910 1.111 -0.908 -0.60
N 0.115 0.551 0.646 -0.63
C -1.023 -0.288 1.003 -0.24
C -2.058 -0.432 -0.087 -0.24
N -2.853 0.728 -0.396 -0.84
H 1.232 -1.998 0.501 0.21
H 2.465 -1.556 -0.662 0.21
H 2.437 -0.828 0.986 0.20
H 0.431 -0.282 -1.233 0.19
H 1.254 1.931 -1.171 0.22
H 2.679 1.446 -0.220 0.20
H 2.372 0.806 -1.851 0.20
H 0.648 0.682 1.495 0.35
H -0.725 -1.250 1.444 0.16
H -1.525 0.159 1.871 0.19
H -2.673 -1.328 0.041 0.20
H -1.570 -0.751 -1.020 0.18
H -3.626 0.887 0.236 0.35
H -2.336 1.593 -0.440 0.37
```

HOMO ... -0.321 Eh
Orbital gap ... 9.8 eV
SMILES ... CC(C)NCCN


Quick look at relative energies in hartree: i 0.1926; ii 0.0839; iii 0.0000.


--- i ---
Density functional theory data (the ωB97M-V functional and the def2-TZVPD basis) for the molecule C5H14N2.

Geometry as XYZ:
```
21
Properties=species:S:1:pos:R:3:nbo_charge:R:1
C -0.701 2.624 -1.254 -0.39
N -0.107 1.353 -0.858 -0.66
C -0.682 0.091 -0.478 -0.21
C 0.399 -1.014 -0.080 -0.04
C -0.105 -2.315 -0.712 -0.63
N 0.480 -1.108 1.366 -0.63
C 0.870 0.104 2.081 -0.43
H 0.049 3.388 -1.145 0.20
H -1.583 2.758 -0.638 0.19
H -1.079 2.613 -2.296 0.16
H 0.786 1.209 -1.311 0.35
H -1.450 0.152 0.315 0.17
H -1.235 -0.293 -1.360 0.15
H 1.269 -0.534 -0.533 0.19
H -0.134 -2.260 -1.801 0.22
H -1.103 -2.659 -0.414 0.21
H 0.490 -3.160 -0.340 0.22
H -0.459 -1.355 1.651 0.35
H 0.009 0.550 2.590 0.19
H 1.670 -0.095 2.800 0.19
H 1.274 0.936 1.492 0.21
```

HOMO ... -0.289 Eh
Orbital gap ... 8.9 eV
SMILES ... CNC[C@H](C)NC


--- ii ---
Density functional theory data (the ωB97M-V functional and the def2-TZVPD basis) for a structure of composition C5H14N2.

Geometry as XYZ:
```
21
Properties=species:S:1:pos:R:3:nbo_charge:R:1
C -2.927 -1.453 -1.886 -0.87
N -1.408 0.993 0.574 -0.70
C -0.178 0.543 0.917 0.32
C 0.957 1.495 0.668 -0.52
C 2.345 0.856 0.416 -0.23
N 2.483 0.340 -0.940 -0.82
C 0.028 -0.719 1.677 -0.73
H -2.998 -1.586 -2.960 0.22
H -3.831 -1.651 -1.300 0.22
H -2.201 -2.216 -1.588 0.20
H -2.727 -0.455 -1.493 0.23
H -1.065 0.095 -0.069 0.37
H 0.959 2.201 1.514 0.25
H 0.744 2.157 -0.171 0.24
H 2.634 0.046 1.092 0.19
H 3.057 1.648 0.667 0.20
H 2.477 1.089 -1.622 0.35
H 1.641 -0.181 -1.173 0.34
H -0.804 -0.761 2.388 0.25
H -0.103 -1.573 1.003 0.24
H 0.918 -0.865 2.285 0.23
```

HOMO ... -0.298 Eh
Orbital gap ... 8.8 eV


Quick look at relative energies in hartree: i 0.0000; ii 0.0847.


--- i ---
Density functional theory data (the ωB97M-V functional and the def2-TZVPD basis) for a cluster of 2 separate species, C7H17N in total.

Geometry as XYZ:
```
25
Properties=species:S:1:pos:R:3:nbo_charge:R:1
C 1.324 0.775 0.687 -0.29
N 0.231 1.312 -0.081 -0.38
C -1.166 1.417 0.421 -0.26
C -2.089 0.176 0.228 -0.20
C -1.542 -0.838 1.283 -0.62
C -2.145 -0.465 -1.199 -0.63
C 2.059 -0.477 0.082 -0.31
C 2.892 -0.152 -1.173 -0.63
H 2.008 1.626 0.764 0.25
H 1.078 0.461 1.717 0.17
H -1.202 1.622 1.487 0.18
H 0.295 -0.951 -0.910 0.02
H -1.463 2.298 -0.104 0.20
H -3.052 0.508 0.622 0.21
H -1.226 -0.345 2.206 0.20
H -2.118 -1.751 1.409 0.21
H -0.569 -1.146 0.876 0.20
H -1.175 -0.243 -1.659 0.24
H -2.950 -0.037 -1.807 0.22
H -2.257 -1.546 -1.078 0.21
H 2.839 -0.850 0.755 0.21
H 1.151 -1.169 -0.075 0.16
H 3.572 0.677 -0.986 0.22
H 3.371 -1.050 -1.558 0.21
H 2.133 0.148 -1.907 0.22
```

HOMO ... -0.287 Eh
Orbital gap ... 6.7 eV


--- ii ---
Density functional theory data (the ωB97M-V functional and the def2-TZVPD basis) for the molecule C7H17N.

Geometry as XYZ:
```
25
Properties=species:S:1:pos:R:3:nbo_charge:R:1
C -2.673 1.201 -2.584 -0.62
C -2.608 0.639 -1.130 -0.40
C -1.122 0.614 -0.633 -0.43
C -0.886 -0.579 0.248 -0.19
N 0.329 -0.597 1.072 -0.64
C 1.423 0.278 0.623 -0.24
C 2.662 -0.500 0.873 -0.41
C 2.851 -1.439 2.120 -0.60
H -2.461 0.465 -3.353 0.22
H -3.547 1.897 -2.802 0.21
H -1.905 2.027 -2.632 0.20
H -3.120 1.207 -0.406 0.20
H -3.154 -0.342 -1.047 0.20
H -0.404 0.637 -1.411 0.20
H -0.784 1.600 -0.209 0.20
H -1.699 -0.754 0.924 0.19
H -0.879 -1.594 -0.452 0.17
H 0.190 -0.280 2.031 0.36
H 1.434 0.524 -0.424 0.20
H 1.393 1.311 1.050 0.17
H 2.677 -1.325 0.075 0.19
H 3.675 -0.201 0.624 0.21
H 3.820 -1.861 2.165 0.21
H 2.754 -0.867 3.064 0.18
H 2.033 -2.061 2.213 0.22
```

HOMO ... -0.319 Eh
Orbital gap ... 9.7 eV
SMILES ... CCCCNCCC


--- iii ---
Density functional theory data (the ωB97M-V functional and the def2-TZVPD basis) for a cluster of 2 separate species, C7H17N in total.

Geometry as XYZ:
```
25
Properties=species:S:1:pos:R:3:nbo_charge:R:1
C -0.671 1.824 0.031 -0.73
C 0.214 0.797 -0.590 0.30
N 0.387 -0.400 -0.099 -0.57
C 1.841 -0.081 0.307 -0.06
C 2.762 -0.824 -0.737 -0.62
C 2.571 1.286 0.525 -0.63
H -0.221 2.815 0.141 0.24
H -1.671 1.932 -0.389 0.25
H -0.716 1.447 1.059 0.24
H 0.677 1.040 -1.572 0.13
H 1.994 -0.553 1.286 0.22
H 3.823 -0.792 -0.466 0.20
H 2.553 -1.893 -0.809 0.21
H 2.456 -0.346 -1.668 0.20
H 2.694 1.823 -0.419 0.20
H 2.021 1.894 1.247 0.21
H 3.554 1.067 0.931 0.22
C -3.330 -1.028 -0.422 -0.61
C -2.786 -1.776 0.742 -0.62
H -4.266 -0.491 -0.238 0.20
H -3.446 -1.569 -1.368 0.21
H -2.633 -0.240 -0.742 0.20
H -2.013 -2.464 0.386 0.22
H -2.282 -1.163 1.499 0.21
H -3.511 -2.304 1.366 0.20
```

HOMO ... -0.284 Eh
Orbital gap ... 8.2 eV
SMILES ... C/C=N/C(C)C.CC


Quick look at relative energies in hartree: i 0.1570; ii 0.0000; iii 0.0627.


--- i ---
Density functional theory data (the ωB97M-V functional and the def2-TZVPD basis) for the molecule C7H17N.

Geometry as XYZ:
```
25
Properties=species:S:1:pos:R:3:nbo_charge:R:1
C -2.725 1.908 0.238 -0.61
C -1.461 1.232 -0.470 -0.42
C -1.021 0.272 0.514 -0.23
N 0.235 -0.436 -0.071 -0.44
C 0.565 -1.387 1.098 -0.25
C 0.670 -2.649 0.229 -0.59
C 1.254 0.558 -0.343 -0.23
C 2.474 0.098 -1.196 -0.63
H -2.495 2.429 1.225 0.20
H -3.134 2.706 -0.426 0.21
H -3.414 0.987 0.472 0.20
H -2.001 0.852 -1.395 0.21
H -0.747 1.901 -0.903 0.21
H -0.594 0.888 1.363 0.17
H -1.758 -0.449 0.901 0.21
H -0.089 -1.534 1.988 0.20
H 1.562 -1.182 1.485 0.19
H -0.284 -2.878 -0.213 0.20
H 1.379 -2.613 -0.634 0.21
H 0.806 -3.532 0.857 0.19
H 0.769 1.397 -0.885 0.19
H 1.613 1.189 0.564 0.15
H 2.438 0.728 -2.075 0.21
H 2.514 -0.943 -1.527 0.22
H 3.444 0.460 -0.796 0.21
```

HOMO ... -0.318 Eh
Orbital gap ... 9.8 eV
SMILES ... CCCN(CC)CC


--- ii ---
Density functional theory data (the ωB97M-V functional and the def2-TZVPD basis) for a structure of composition C7H17N.

Geometry as XYZ:
```
25
Properties=species:S:1:pos:R:3:nbo_charge:R:1
C 2.775 -1.407 0.496 -0.62
N -0.060 0.559 -0.535 -0.51
C -0.440 -0.167 0.508 0.26
C -1.450 0.595 -1.083 -0.08
C -2.134 -0.752 -1.542 -0.64
C -2.546 1.450 -0.240 -0.64
C -0.287 0.447 1.841 -0.74
C 3.427 -0.157 -0.185 -0.62
H 2.271 -1.066 1.444 0.20
H 3.657 -2.062 0.630 0.21
H 2.030 -1.910 -0.189 0.21
H -0.766 -1.169 0.543 0.16
H -1.496 1.231 -2.024 0.20
H -1.346 -1.343 -2.042 0.22
H -2.593 -1.232 -0.682 0.19
H -2.968 -0.470 -2.240 0.22
H -3.295 1.795 -1.013 0.22
H -3.042 0.752 0.479 0.19
H -1.943 2.194 0.314 0.22
H -1.024 1.200 2.236 0.26
H 0.028 -0.149 2.704 0.22
H 0.630 1.077 1.703 0.25
H 4.499 -0.174 -0.357 0.20
H 2.953 0.004 -1.165 0.21
H 3.120 0.755 0.398 0.20
```

HOMO ... -0.305 Eh
Orbital gap ... 8.6 eV


Quick look at relative energies in hartree: i 0.0000; ii 0.0535.